Molecular formula: C40H64BGeN10RhSSi4
Method: DFT, ωB97M-V/def2-TZVPD

Values from the calculation:
Multiplicity: 5
Total charge: +2
LUMO level (alpha / beta), eV: -5.17 / -7.47
⟨S²⟩: 6.028

```
122
Properties=species:S:1:pos:R:3:forces:R:3
Rh 0.2026 0.6015 0.0188 -0.338 1.086 -0.962
C -3.2250 -0.9531 -0.2327 0.111 0.015 -0.054
C -2.9808 0.3263 -0.9451 -0.240 0.163 -0.181
C -3.7864 0.9415 -1.9083 0.189 0.121 0.144
C -3.0940 2.0691 -2.2877 -0.086 -0.197 0.187
N -1.9614 2.1336 -1.5674 -0.309 0.298 -0.434
N -1.8880 1.0647 -0.7563 0.687 -0.224 0.411
B -0.7929 3.1356 -1.6791 0.107 -0.054 0.138
N 0.4103 2.4212 -2.3261 -0.157 0.476 -0.869
C 0.8877 2.5744 -3.5713 0.115 -0.266 0.143
C 2.1167 1.9567 -3.6427 -0.053 -0.152 0.352
C 2.3314 1.4192 -2.3707 0.098 0.081 -0.573
C 3.5549 0.7043 -1.9169 -0.129 0.026 0.030
N 1.2786 1.6931 -1.5936 -0.127 -0.602 0.808
N -0.3558 3.5856 -0.2654 -0.098 0.489 -0.094
C -0.3112 4.8644 0.1428 0.126 0.016 0.255
C 0.1468 4.8883 1.4367 0.005 -0.224 -0.068
C 0.3832 3.5496 1.7603 -0.033 0.506 -0.044
C 0.8659 3.0872 3.0867 -0.031 -0.172 -0.177
N 0.0784 2.7757 0.7188 0.098 -0.667 0.396
N -1.1868 4.3657 -2.4631 -0.504 0.013 -0.061
C -2.2984 5.1433 -2.3725 -0.180 0.135 -0.059
C -2.1082 6.2520 -3.1583 0.010 -0.162 0.155
C -0.8154 6.0975 -3.7016 -0.439 -0.406 0.490
C -0.0687 6.9818 -4.6278 0.197 0.010 -0.048
N -0.2941 4.9728 -3.2563 1.183 0.166 -0.500
H -4.2082 -0.9509 0.2312 -0.032 -0.050 0.082
H -2.4573 -1.0991 0.5296 -0.045 -0.134 0.091
H -3.1798 -1.7796 -0.9412 -0.022 -0.040 0.070
H -4.7306 0.6083 -2.2831 -0.227 -0.122 -0.083
H -3.3342 2.8132 -3.0195 -0.025 0.187 -0.109
H 0.3426 3.1171 -4.3147 -0.021 0.077 -0.040
H 2.7697 1.9073 -4.4897 0.145 -0.004 -0.147
H 4.3392 1.4323 -1.7101 0.061 0.015 0.102
H 3.9248 0.0521 -2.7051 -0.037 -0.085 -0.016
H 3.3619 0.1160 -1.0239 0.051 -0.097 0.046
H -0.5808 5.6808 -0.4949 -0.126 0.089 -0.215
H 0.2876 5.7384 2.0713 0.058 0.220 0.093
H 1.8259 3.5492 3.3104 0.116 -0.106 0.064
H 0.9500 2.0012 3.1085 0.104 -0.029 0.140
H 0.1756 3.4149 3.8610 -0.081 -0.066 0.122
H -3.1267 4.8674 -1.7517 -0.231 -0.070 0.131
H -2.7864 7.0599 -3.3326 -0.247 0.180 0.022
H -0.7216 7.7443 -5.0390 -0.009 0.085 -0.072
H 0.3573 6.3958 -5.4398 -0.005 0.047 -0.087
H 0.7577 7.4665 -4.1094 0.000 0.087 -0.006
C 1.4937 -5.8390 -0.6853 0.012 -0.017 0.025
C 2.4030 -4.9974 -1.3117 -0.055 -0.078 -0.156
C 2.1363 -3.6387 -1.4029 0.107 0.010 -0.144
C 0.9671 -3.0949 -0.8752 -0.370 0.798 0.111
C 0.0907 -3.9450 -0.2118 0.041 -0.039 0.013
C 0.3443 -5.3069 -0.1265 -0.093 -0.063 0.068
Si 0.4951 -1.3089 -1.3934 0.196 -1.246 -1.107
C -0.9384 -1.5146 -2.6512 0.433 0.089 0.686
C -1.1768 -0.4849 -3.5553 0.084 0.084 -0.023
C -2.1318 -0.6067 -4.5462 -0.058 0.010 -0.057
C -2.8727 -1.7712 -4.6541 -0.019 -0.033 -0.003
C -2.6182 -2.8225 -3.7901 -0.143 -0.102 0.061
C -1.6664 -2.6926 -2.7920 0.084 -0.080 0.035
H 1.6741 -6.9024 -0.6432 0.021 -0.107 0.001
H 3.2989 -5.4022 -1.7613 0.083 -0.051 -0.059
H 2.8406 -2.9979 -1.9153 0.045 0.070 -0.129
H -0.8087 -3.5392 0.2391 -0.109 -0.044 -0.024
H -0.3615 -5.9561 0.3702 -0.066 -0.071 0.042
H 1.6323 -1.0487 -2.3279 -0.073 0.215 0.423
H -0.6081 0.4288 -3.4957 0.126 0.184 0.030
H -2.3018 0.2091 -5.2310 -0.027 0.114 -0.095
H -3.6432 -1.8637 -5.4040 -0.013 -0.019 -0.133
H -3.1666 -3.7486 -3.8869 -0.054 -0.049 -0.009
H -1.4841 -3.5295 -2.1333 -0.010 -0.074 0.025
C -2.2355 -2.8129 4.2514 0.652 0.325 -0.539
Si -0.4405 -2.4966 3.6729 0.135 -0.168 0.974
C 0.3187 -4.1703 3.1138 -0.244 0.748 -0.216
C 0.5473 -2.0035 5.2485 -0.398 0.027 -0.729
Ge -0.1177 -0.3918 2.1867 -0.595 -0.993 1.007
Si 4.0037 -0.0822 2.6572 -0.186 -0.283 0.105
C 3.4417 0.2292 4.4473 0.399 -0.083 -0.680
C 3.3859 1.2701 1.4875 0.170 -0.468 0.308
C 5.7910 -0.6437 2.3470 -0.680 0.273 0.218
Si -2.3789 1.0316 3.1501 -1.104 0.810 0.557
C -1.7266 1.2247 4.9445 0.012 -0.405 -0.773
C -3.9907 0.0076 3.0340 0.850 0.112 -0.200
C -2.7412 2.7275 2.3528 0.568 -0.673 0.118
H -2.2293 -3.6324 4.9647 0.172 -0.158 0.135
H -2.8895 -3.1034 3.4360 -0.138 -0.026 -0.167
H -2.6617 -1.9481 4.7487 -0.073 0.155 0.067
H -0.4405 -4.9455 3.0873 -0.233 -0.067 -0.030
H 1.0755 -4.4872 3.8231 0.149 0.083 0.307
H 0.7772 -4.1325 2.1331 0.070 0.008 -0.087
H 0.2183 -2.6201 6.0800 -0.141 -0.181 0.112
H 0.4154 -0.9657 5.5366 -0.054 0.187 0.050
H 1.6091 -2.1796 5.1169 0.224 -0.028 -0.122
H 2.4818 0.7432 4.4511 -0.087 0.037 -0.112
H 4.1594 0.8678 4.9534 0.146 0.171 0.114
H 3.3196 -0.6687 5.0467 0.106 -0.161 -0.022
H 3.1984 2.1913 2.0259 -0.075 0.141 0.191
H 2.4478 0.9818 0.9867 0.256 0.061 0.162
H 4.1159 1.4991 0.7201 0.133 -0.077 -0.176
H 6.1210 -1.4625 2.9816 -0.079 -0.042 0.138
H 6.4519 0.1973 2.5385 0.140 0.172 0.042
H 5.9387 -0.9438 1.3108 -0.128 0.036 -0.113
H -2.0358 0.3941 5.5693 -0.067 -0.248 0.042
H -2.1410 2.1297 5.3795 -0.170 0.258 -0.098
H -0.6446 1.2990 5.0016 0.142 0.049 -0.030
H -3.8407 -1.0501 2.8538 0.030 -0.147 -0.017
H -4.6123 0.4038 2.2370 0.011 0.113 -0.174
H -4.5491 0.1045 3.9614 0.051 0.116 0.288
H -2.0809 3.5126 2.7067 0.156 0.027 0.050
H -3.7596 3.0195 2.6036 -0.208 -0.206 0.175
H -2.6703 2.6930 1.2701 0.014 -0.059 -0.194
S 2.7184 -1.8341 1.9472 0.067 0.856 -0.205
C 3.6595 -3.2331 2.2433 0.288 -0.710 0.066
N 4.2318 -3.5898 3.3929 -0.171 0.205 -0.321
C 4.7823 -4.9365 3.3220 0.338 -0.448 0.188
C 4.5408 -5.3228 1.8479 0.242 -0.471 -0.056
N 3.8252 -4.1714 1.3249 -0.154 0.495 0.375
H 4.1836 -3.0706 4.2515 -0.162 0.175 -0.072
H 4.2588 -5.6015 4.0141 0.044 0.102 -0.081
H 5.8408 -4.9296 3.5871 -0.087 -0.044 -0.069
H 3.9328 -6.2224 1.7431 0.045 0.045 0.046
H 5.4726 -5.4730 1.2968 -0.097 0.033 0.088
H 3.4184 -4.1438 0.3904 -0.053 0.165 0.206
```
Forces are in eV/Å.


Molecular formula: C15H22BBaBrF3NO3Si
Method: DFT, ωB97M-V/def2-TZVPD

Values from the calculation:
Total charge: +2
LUMO level, eV: -8.47

```
48
Properties=species:S:1:pos:R:3:forces:R:3
C -4.4557 0.7242 -1.1705 -1.207 0.824 -1.318
N -4.4719 -0.7481 -0.9146 1.089 0.269 1.608
C -3.1954 -1.4196 -1.3004 -0.128 -0.311 -1.171
B -4.9234 -1.0952 0.4659 -2.334 -0.600 -1.286
O -6.2716 -1.6154 0.5903 3.497 -0.057 0.004
C -4.0381 -0.8900 1.8409 -1.529 -0.157 1.526
F -4.9707 -1.0855 2.9363 2.088 0.661 -1.738
Br -2.7252 -2.4140 2.0340 -0.626 0.644 -0.104
O -3.3900 0.3887 1.9215 1.016 -1.793 1.291
C -2.4557 0.4681 2.9942 0.182 0.291 4.175
O -2.6398 0.1061 4.1621 0.135 0.945 -4.676
C -1.0159 1.1534 2.6690 -0.010 -0.155 0.058
F -0.1765 0.9165 3.8107 -1.853 0.614 -2.615
F -1.1464 2.5818 2.5428 0.325 -3.052 0.092
C -0.4034 0.4630 1.3689 0.786 1.231 0.476
C 1.1409 0.8819 1.1962 -0.177 0.191 -0.637
Si 2.0483 -0.5347 0.2193 -1.161 -0.150 0.630
C 2.8073 -1.7059 1.5251 -0.099 -0.745 0.393
C 0.8321 -1.4514 -0.9792 -0.192 -0.301 -0.332
C 3.3605 0.3733 -0.8808 2.568 1.595 -1.530
C 3.3723 0.1589 -2.4172 2.812 2.703 0.768
C 4.3830 0.9094 -3.3122 0.056 0.844 3.691
C 5.3959 1.9138 -2.5613 -2.199 -1.739 1.864
C 5.3869 2.0917 -1.0128 -2.008 -1.756 -1.297
C 4.3569 1.3264 -0.1529 0.770 0.042 -4.593
H -4.5423 1.3700 -0.2342 0.414 -0.823 -1.116
H -5.3972 0.9559 -1.8017 1.457 -0.159 0.998
H -3.5736 1.0651 -1.8348 -1.150 -0.689 1.313
H -3.1129 -2.4871 -0.8776 -0.063 1.806 -0.426
H -2.3062 -0.7532 -1.0330 -0.793 -1.106 -0.209
H -3.2240 -1.5606 -2.4483 0.252 0.319 1.708
H -6.2539 -2.4271 1.1432 -0.436 0.964 0.131
H -0.4834 -0.6713 1.4519 -0.299 1.620 0.122
H -0.9886 0.8590 0.4602 0.725 -0.844 1.448
H 1.6990 1.0231 2.1823 -0.994 -0.113 -1.195
H 1.1769 1.8508 0.5937 0.030 -1.116 0.973
H 3.5103 -2.4775 1.0636 -0.785 1.069 0.736
H 1.9261 -2.3113 1.9680 1.280 0.970 -0.666
H 3.2968 -1.1601 2.4071 -0.567 -0.795 -1.391
H -0.2075 -1.6042 -0.5157 1.563 0.298 -0.615
H 1.2197 -2.5070 -1.2287 -0.519 1.652 0.148
H 0.6871 -0.8239 -1.9357 0.097 -1.119 1.347
H 2.6344 -0.5386 -2.9263 1.139 1.015 0.893
H 4.3711 0.7629 -4.4581 0.008 0.093 1.910
H 6.1442 2.5039 -3.2518 -1.477 -4.645 9.526
H 6.1297 2.8189 -0.5275 -1.236 -1.289 -0.841
H 4.3775 1.5027 0.9752 -0.224 -0.433 -1.841
Ba 6.1124 3.1121 -4.7472 -0.220 3.289 -8.233
```
Forces are in eV/Å.